(A)
Molecular formula: C5H11OS
Method: DFT, ωB97M-V/def2-TZVPD

Results
HOMO level ... -2.912 eV
E_LUMO ... 4.081 eV
Charge ... -1

Each line ends with the Löwdin charge.
Geometry (Å):
C: 0.573 -1.690 -1.138  -0.34
O: 0.863 -1.583 0.244  -0.18
C: -0.723 -2.430 -1.387  -0.16
C: -1.896 -1.778 -1.529  -0.02
H: 1.419 -2.123 -1.679  0.09
H: 0.448 -0.670 -1.566  0.10
H: 0.374 -0.738 0.526  -0.07
H: -0.726 -3.484 -1.328  0.06
H: -2.751 -2.387 -1.799  0.03
H: -2.049 -0.759 -1.255  -0.02
C: 0.884 2.410 2.034  -0.25
C: 0.302 2.086 0.655  -0.79
S: -0.970 0.806 0.719  0.34
H: 1.623 1.635 2.438  0.08
H: 0.136 2.549 2.783  0.02
H: 1.413 3.370 2.015  0.04
H: 1.156 1.750 0.017  0.05
H: -0.077 3.036 0.250  0.03

=====

(B)
Molecular formula: C5H11OS
Method: DFT, ωB97M-V/def2-TZVPD

Results
HOMO level ... -2.078 eV
E_LUMO ... 3.407 eV
Charge ... -1

Each line ends with the Löwdin charge.
Geometry (Å):
C: -1.954 0.189 -0.218  -0.42
S: -1.001 1.419 -1.239  0.66
C: 0.722 1.505 -0.375  -0.49
C: 1.065 0.569 0.761  -0.31
C: 1.468 -0.855 0.256  -0.20
C: 0.856 -1.888 1.311  -0.54
O: -0.061 -2.423 0.541  -0.37
H: -1.471 -0.879 -0.207  0.05
H: -3.004 0.198 -0.496  0.00
H: -1.772 0.622 0.794  0.01
H: 1.420 1.566 -1.288  0.07
H: 0.769 2.489 0.141  0.05
H: 0.162 0.386 1.383  0.07
H: 1.851 1.040 1.361  0.10
H: 1.099 -1.137 -0.813  0.13
H: 2.508 -0.830 0.370  0.04
H: 1.582 -2.624 1.767  0.07
H: 0.419 -1.259 2.081  0.05

=====

(C)
Molecular formula: C5H11OS
Method: DFT, ωB97M-V/def2-TZVPD

Results
HOMO level ... -3.186 eV
E_LUMO ... 3.983 eV
Charge ... -1

Each line ends with the Löwdin charge.
Geometry (Å):
C: 0.867 1.597 -0.693  -0.16
C: 1.058 0.514 -1.755  -0.38
C: 0.035 -0.636 -1.629  -0.58
S: 0.407 -1.639 -0.053  0.46
H: -0.138 2.050 -0.769  0.06
H: 1.645 2.375 -0.730  0.06
H: 0.895 1.095 0.282  0.04
H: 0.959 0.954 -2.756  0.08
H: 2.100 0.110 -1.681  0.09
H: 0.039 -1.273 -2.541  0.04
H: -0.979 -0.201 -1.547  0.05
O: -1.392 0.730 0.880  -0.17
C: -1.265 -0.496 1.168  -0.63
C: -0.680 -0.926 2.530  -0.17
H: -1.993 -1.243 0.790  0.07
H: -0.612 -2.002 2.596  0.04
H: -1.275 -0.499 3.372  0.07
H: 0.330 -0.512 2.538  0.04

=====

Most stable pick: (C). Distance to second place: 0.481 eV.

=====

(A)
Molecular formula: C3H5NS3
Method: DFT, ωB97M-V/def2-TZVPD

Results
HOMO level ... -8.830 eV
E_LUMO ... -1.622 eV
Charge ... 0

Each line ends with the Löwdin charge.
Geometry (Å):
S: -0.173 2.785 0.740  0.74
C: -0.102 1.150 0.570  -0.85
C: 0.003 0.526 -0.893  -0.31
N: 0.395 -0.762 -0.964  -0.42
S: 1.036 -0.993 -2.662  0.63
C: -0.020 0.210 1.726  -0.56
S: -1.356 -1.167 1.430  0.54
H: 0.064 1.263 -1.717  0.08
H: 0.370 -2.432 -2.461  0.00
H: -0.333 0.790 2.653  0.07
H: 1.035 -0.333 1.690  0.12
H: -0.919 -1.037 -0.112  -0.04

=====

(B)
Molecular formula: C3H5NS3
Method: DFT, ωB97M-V/def2-TZVPD

Results
HOMO level ... -8.856 eV
E_LUMO ... -0.612 eV
Charge ... 0

Each line ends with the Löwdin charge.
Geometry (Å):
S: 3.036 -0.693 -0.240  0.70
C: 1.436 -0.851 -0.173  -0.68
C: 0.475 -0.231 0.832  -0.32
N: -0.569 0.516 0.112  -0.58
S: -0.353 2.200 -0.100  0.84
C: -1.703 -0.072 -0.350  -0.76
S: -2.185 -1.619 -0.130  0.64
H: 0.805 -1.528 -0.849  0.07
H: 1.028 0.456 1.499  0.10
H: -0.014 -1.013 1.385  0.08
H: 0.394 2.162 -1.192  -0.13
H: -2.350 0.673 -0.797  0.04

=====

Most stable pick: (B). Distance to second place: 2.749 eV.